Entry 1:
{"formula": "C2H2NPS", "method": "the ωB97M-V functional and the def2-TZVPD basis", "elements": ["C", "C", "N", "P", "S", "H", "H"], "positions_angstrom": [[-1.32386, -1.09807, 0.22409], [0.27664, 1.18022, -0.07539], [1.99938, -1.17020, -0.26815], [-1.29062, 0.45659, -0.08759], [1.77735, 0.25237, 0.07050], [-1.81107, -1.93910, 0.04044], [0.37217, 2.31820, 0.09610]], "homo_lumo_gap_ev": [7.33, 6.31], "spin_multiplicity": 1, "e_lumo_ha": [-0.056, -0.089], "homo_ev": [-8.8510, -8.7306], "e_above_lowest_kcal_mol": 163.5}

=====

Entry 2:
{"formula": "C5H6O", "method": "the ωB97M-V functional and the def2-TZVPD basis", "elements": ["C", "C", "C", "C", "C", "O", "H", "H", "H", "H", "H", "H"], "positions_angstrom": [[0.95730, 0.65976, -0.44145], [1.09417, -0.44926, 0.29664], [0.06652, -1.53787, 0.57038], [-0.45500, -0.25694, 0.92939], [-0.45115, 1.08429, -0.84036], [-1.29573, 0.41785, 0.08479], [1.79122, 1.26459, -0.77193], [0.30602, -2.30415, 1.29576], [-0.37747, -1.91102, -0.35518], [-0.33398, 0.17973, 1.91746], [-0.65129, 0.69439, -1.85248], [-0.65063, 2.15864, -0.83303]], "homo_lumo_gap_ev": 8.65, "spin_multiplicity": 1, "e_lumo_ha": 0.024, "smiles": "C1=C2C[C@@H]2OC1", "homo_ev": -7.9955, "e_above_lowest_kcal_mol": 98.5}

=====

Entry 3:
{"formula": "C23H47NO10P", "method": "the ωB97M-V functional and the def2-TZVPD basis", "elements": ["C", "C", "O", "O", "C", "C", "N", "C", "C", "C", "O", "P", "O", "O", "O", "H", "H", "H", "H", "H", "H", "H", "H", "H", "H", "H", "H", "H", "H", "H", "C", "C", "C", "O", "C", "H", "H", "H", "H", "H", "H", "H", "H", "C", "C", "C", "O", "C", "H", "H", "H", "H", "H", "H", "H", "H", "C", "C", "C", "O", "C", "H", "H", "H", "H", "H", "H", "H", "H", "C", "C", "C", "O", "C", "H", "H", "H", "H", "H", "H", "H", "H"], "positions_angstrom": [[1.71195, -4.54208, 3.76060], [0.42994, -4.55678, 2.92615], [-0.24574, -5.50554, 2.89946], [0.03363, -3.40984, 2.21670], [0.62389, -3.42103, 0.90626], [0.78820, -2.00175, 0.34133], [2.02616, -1.27081, 0.77781], [2.22184, -1.19659, 2.26962], [3.28075, -1.77036, 0.07186], [4.02245, -2.89957, 0.82044], [4.30047, -3.86749, 0.22325], [1.85421, 0.45547, 0.23845], [2.82841, 1.27705, 0.93215], [2.23155, 0.54018, -1.33010], [0.40261, 1.01998, 0.56265], [1.61361, -3.86030, 4.61990], [2.52623, -4.13892, 3.13101], [1.98173, -5.55210, 4.07963], [-0.09090, -3.94244, 0.24562], [1.54444, -4.02920, 0.91107], [0.80028, -2.09804, -0.76043], [-0.13897, -1.45919, 0.58727], [3.23271, -0.78960, 2.42642], [2.19861, -2.17236, 2.75706], [1.52877, -0.45693, 2.68931], [3.07511, -1.99304, -0.98165], [3.96478, -0.89746, 0.07400], [4.30743, -2.87027, 1.89171], [3.19806, 0.66714, -1.31216], [-0.24218, 0.82671, -0.15521], [-0.87447, -4.85390, -4.11690], [0.25973, -5.85497, -3.94388], [1.46624, -4.94210, -3.78841], [0.99020, -3.73566, -3.16584], [-0.44297, -3.73505, -3.18726], [-1.85683, -5.25533, -3.87261], [-0.89986, -4.49417, -5.14812], [0.10788, -6.43278, -3.02836], [0.35983, -6.55260, -4.77349], [1.89217, -4.67522, -4.75988], [2.25226, -5.38395, -3.17488], [-0.79375, -3.91598, -2.16251], [-0.80319, -2.75671, -3.51130], [1.34611, 5.36247, 0.18932], [0.11173, 6.15411, 0.59983], [-0.78098, 6.00881, -0.62570], [-0.45569, 4.73994, -1.21061], [0.72763, 4.23037, -0.61430], [1.94581, 5.01403, 1.02990], [1.98448, 5.97186, -0.45500], [-0.36085, 5.67693, 1.46217], [0.31781, 7.19212, 0.85640], [-0.57660, 6.78552, -1.36878], [-1.84274, 6.03940, -0.37616], [0.43132, 3.39171, 0.02354], [1.39571, 3.85426, -1.39341], [-2.57141, 2.93284, 3.48395], [-1.37560, 2.92340, 2.54575], [-0.21356, 3.07823, 3.51255], [-0.61635, 2.46036, 4.73862], [-2.02330, 2.18650, 4.68997], [-3.46367, 2.46824, 3.06600], [-2.81949, 3.96099, 3.75910], [-1.31216, 1.95879, 2.03710], [-1.40587, 3.70638, 1.78823], [-0.00405, 4.13377, 3.71744], [0.70347, 2.60727, 3.14916], [-2.15310, 1.10409, 4.57884], [-2.48850, 2.49691, 5.62571], [-4.12859, 1.25032, -3.13731], [-2.96379, 2.18944, -3.42150], [-2.38787, 2.40123, -2.03305], [-2.64263, 1.19227, -1.29020], [-3.56680, 0.37667, -2.02654], [-4.45123, 0.67587, -4.00450], [-4.98384, 1.82129, -2.76818], [-2.23107, 1.68839, -4.06015], [-3.25572, 3.12003, -3.90509], [-2.88591, 3.22587, -1.51655], [-1.31716, 2.59946, -2.04423], [-3.01437, -0.47730, -2.43530], [-4.33842, 0.00075, -1.35374]], "homo_lumo_gap_ev": 8.26, "spin_multiplicity": 1, "e_lumo_ha": -0.117, "homo_ev": -11.4569, "total_charge": 1}

=====

Entry 4:
{"formula": "C12H16BBaF4O12", "method": "the ωB97M-V functional and the def2-TZVPD basis", "elements": ["Ba", "B", "H", "H", "H", "H", "C", "C", "O", "C", "O", "O", "F", "H", "H", "H", "C", "C", "O", "C", "O", "O", "F", "H", "H", "H", "C", "C", "O", "C", "O", "O", "F", "H", "H", "H", "C", "C", "O", "C", "O", "O", "F", "H", "H", "H"], "positions_angstrom": [[10.73635, -6.00500, 0.00609], [8.79462, -7.23443, -1.50770], [8.60362, -6.85038, -0.45265], [8.15644, -6.58427, -2.22956], [9.86604, -7.07275, -1.85915], [8.44773, -8.33798, -1.58512], [15.97761, -3.47258, -1.01603], [15.33458, -2.15428, -0.62482], [14.07755, -2.53916, -0.06463], [13.87754, -3.83377, -0.35037], [12.81932, -4.36735, -0.22608], [14.98903, -4.45862, -0.71087], [15.13610, -1.39672, -1.73655], [16.90867, -3.67705, -0.49108], [16.16031, -3.48952, -2.09000], [15.90239, -1.56936, 0.09492], [5.29699, -3.62579, 0.91124], [5.74592, -3.41511, 2.34277], [6.96081, -4.16233, 2.38682], [7.44059, -4.22659, 1.13368], [8.53961, -4.59295, 0.84950], [6.55817, -3.76382, 0.25275], [4.88711, -3.96058, 3.24437], [4.77978, -2.72864, 0.58154], [4.74304, -4.55384, 0.77880], [5.88382, -2.36888, 2.62062], [13.96457, -6.64747, -4.73445], [13.79304, -5.20447, -5.24210], [12.85384, -4.64215, -4.38083], [12.37845, -5.59751, -3.52757], [11.44938, -5.45114, -2.80665], [13.04827, -6.72651, -3.64886], [13.34172, -5.16974, -6.51300], [15.00291, -6.88287, -4.50677], [13.67322, -7.39059, -5.47833], [14.74921, -4.69113, -5.13737], [16.24233, -8.80951, -0.96048], [16.41069, -8.42097, 0.50259], [15.12147, -7.97363, 0.85435], [14.46881, -7.63981, -0.28303], [13.39520, -7.13317, -0.32286], [15.21678, -7.89641, -1.37055], [17.27952, -7.38381, 0.64679], [15.77998, -9.79870, -0.97336], [17.14373, -8.69882, -1.54957], [16.81180, -9.23636, 1.09800]], "homo_lumo_gap_ev": 8.95, "spin_multiplicity": 1, "e_lumo_ha": -0.091, "homo_ev": -11.4393, "e_above_lowest_kcal_mol": 0.0, "total_charge": 1}

=====

Entry 5:
{"formula": "C34H53BrN2P2Pt", "method": "the ωB97M-V functional and the def2-TZVPD basis", "elements": ["N", "C", "C", "C", "C", "C", "C", "Pt", "P", "C", "C", "C", "C", "C", "C", "C", "Br", "H", "H", "H", "H", "H", "H", "H", "H", "H", "H", "P", "C", "C", "H", "H", "H", "H", "H", "C", "C", "H", "H", "H", "H", "H", "C", "C", "H", "H", "H", "H", "H", "C", "C", "H", "H", "H", "H", "H", "C", "C", "H", "H", "H", "H", "H", "C", "C", "H", "H", "H", "H", "H", "C", "N", "C", "C", "C", "C", "C", "C", "C", "C", "H", "H", "H", "H", "H", "H", "H", "H", "H", "H", "H", "H", "H"], "positions_angstrom": [[1.61057, -2.24060, 7.15272], [1.89108, -3.38722, 6.52679], [2.72491, -3.44691, 5.40181], [3.26171, -2.25022, 4.86681], [2.94669, -1.04911, 5.55050], [2.12876, -1.09969, 6.69083], [3.97109, -2.23176, 3.60492], [0.20517, 0.30612, -1.20341], [-1.84136, 1.32735, -3.51483], [4.28067, -1.06469, 2.92991], [3.79078, -0.78429, 1.59805], [3.68843, 0.54053, 1.08285], [2.84510, 0.81111, 0.01220], [2.02640, -0.23341, -0.45591], [2.43064, -1.56829, -0.26848], [3.30536, -1.85007, 0.78514], [0.98006, 1.91842, -2.98500], [4.19597, -3.20410, 3.15386], [4.87763, -0.27456, 3.40054], [2.92225, -4.41237, 4.94303], [3.32280, -0.09787, 5.18647], [1.41708, -4.28921, 6.93697], [1.87899, -0.19037, 7.23692], [4.25369, 1.35175, 1.55414], [3.57207, -2.88970, 1.01389], [2.75951, 1.80197, -0.42721], [2.02313, -2.35156, -0.90503], [-0.79700, 1.57689, 0.53461], [-1.36533, 0.12750, -4.87612], [-1.50671, 0.56411, -6.32410], [-1.96301, -0.78231, -4.67698], [-0.31180, -0.13818, -4.66158], [-1.23663, -0.28293, -6.96012], [-2.52860, 0.84447, -6.60063], [-0.81504, 1.37064, -6.58581], [-1.84908, 3.13875, -3.96517], [-1.91205, 3.56025, -5.42992], [-0.92136, 3.54064, -3.52508], [-2.66689, 3.59964, -3.38088], [-1.53965, 4.59205, -5.52651], [-1.30180, 2.91773, -6.07140], [-2.95115, 3.56040, -5.79976], [-3.65511, 1.05475, -3.28595], [-4.41852, 0.96815, -4.60060], [-4.01406, 1.89260, -2.65833], [-3.77036, 0.13156, -2.69077], [-5.49496, 1.00838, -4.39446], [-4.19116, 1.80000, -5.27828], [-4.21904, 0.01947, -5.11617], [-2.39693, 1.06189, 1.26014], [-3.56369, 0.99685, 0.28186], [-2.63180, 1.77331, 2.07236], [-2.23855, 0.08090, 1.74251], [-4.45664, 0.61386, 0.80285], [-3.81535, 1.98965, -0.12571], [-3.34515, 0.31051, -0.55054], [-1.13390, 3.27549, -0.06689], [0.14396, 4.08098, -0.32056], [-1.77297, 3.75568, 0.70144], [-1.73252, 3.19920, -0.99298], [-0.12258, 5.10941, -0.61302], [0.78967, 4.15568, 0.56904], [0.71587, 3.62675, -1.14661], [0.24949, 1.88913, 2.02926], [-0.15385, 1.30793, 3.39322], [0.28014, 2.98731, 2.11479], [1.27166, 1.57184, 1.77458], [0.46168, 1.78055, 4.17665], [-1.20346, 1.51611, 3.64362], [0.02056, 0.22180, 3.47769], [-2.23994, -2.72761, 2.22426], [-0.97258, -2.00086, 2.57310], [-0.35171, -2.50545, 3.83495], [0.09048, -1.91323, 1.45575], [-0.39395, -2.37791, 0.12261], [-0.40179, -3.75992, -0.13123], [-1.10094, -4.23513, -1.24272], [-1.87161, -3.34879, -2.00055], [-1.72013, -1.96666, -1.83726], [-0.75815, -1.50020, -0.91788], [-2.01951, -3.78923, 2.05574], [-2.70952, -2.26635, 1.33839], [-2.91616, -2.62714, 3.08079], [-1.24369, -1.01541, 2.74473], [-0.02508, -3.54099, 3.67988], [0.50824, -1.87610, 4.08231], [-1.08614, -2.46141, 4.64741], [0.44959, -0.87124, 1.44082], [0.94784, -2.49886, 1.79410], [0.12734, -4.42609, 0.56516], [-1.08136, -5.30902, -1.44954], [-2.58083, -3.73294, -2.73703], [-2.29678, -1.24254, -2.41717]], "homo_lumo_gap_ev": [6.26, 4.40], "spin_multiplicity": 5, "e_lumo_ha": [-0.445, -0.549], "s_squared": 6.07, "homo_ev": [-18.3829, -19.3389], "e_above_lowest_kcal_mol": 48.4, "total_charge": 4}